Entry 1:
Entry from the Open Molecules 2025 dataset: 2 unconnected molecules or ions with the total composition CH3Cl3SSi at a distorted geometry (ωB97M-V/def2-TZVPD).

```
9
Properties=species:S:1:pos:R:3:forces:R:3
S -1.727 -1.081 -0.083 -0.51 0.35 0.12
Cl 2.682 -0.482 -1.790 0.67 -0.92 -2.54
H -3.798 -0.463 -0.648 -2.29 0.20 -1.10
Si 2.268 0.334 -0.099 -2.24 0.12 1.92
C -3.094 -0.201 0.052 3.72 -1.91 0.06
Cl 2.337 -1.083 1.317 0.10 -0.89 0.75
H -3.063 0.514 0.808 -0.92 1.36 0.92
H 0.849 0.754 -0.033 0.43 0.31 -0.29
Cl 3.547 1.707 0.476 1.03 1.38 0.16
```
Positions in Å, forces in eV/Å.

Values from the calculation:
SMILES string = Cl[SiH](Cl)Cl.C=S
relative energy (zero: lowest compared OMol25 entry of this formula, charge and spin) = 1.6514 eV
F_max = 4.18 eV/Å
LUMO level = -0.574 eV
net charge = 0

---

Entry 2:
Entry from the Open Molecules 2025 dataset: a molecular structure, C34H96F6NNiO20S2 at a distorted geometry (ωB97M-V/def2-TZVPD).

```
160
Properties=species:S:1:pos:R:3:forces:R:3
C -1.629 2.154 5.752 0.56 0.02 -1.20
S -1.200 0.714 1.293 -2.17 -0.54 1.91
H 2.492 -3.580 -0.111 0.00 0.06 0.23
H 0.860 5.034 -0.473 0.08 0.42 0.36
H 3.734 1.840 -3.546 -0.36 -0.03 0.28
F -0.331 3.003 2.484 -0.16 -0.45 -0.87
H -3.641 -0.297 -4.958 0.17 -0.99 -1.13
H 5.027 -3.341 -0.472 0.12 -0.12 -0.07
H -0.638 -0.105 5.201 -0.49 -0.05 -0.07
O -2.247 -4.355 -5.240 0.24 1.41 -0.28
H 2.987 -2.670 2.333 -0.10 0.51 -0.33
O -4.994 -1.454 5.295 1.09 -0.11 -0.10
H -0.025 -4.282 -3.408 -0.69 0.06 0.64
O 2.127 1.441 2.165 -0.72 -1.25 -0.16
C 2.757 -2.316 3.337 0.60 -2.69 -0.16
C -1.561 -0.537 -7.212 -1.34 -0.26 -1.74
C 0.304 -3.455 -0.064 1.47 -1.45 0.28
O -0.570 0.208 2.504 0.53 0.17 -0.36
H 3.105 1.357 -0.402 -0.84 -0.59 0.19
O -2.615 -0.005 5.578 0.90 -0.24 0.03
H -3.420 -0.471 5.341 -0.32 -0.72 0.16
H -5.553 -0.131 2.213 0.03 0.25 0.55
H 5.928 2.950 -3.225 0.34 -0.11 -0.24
O 2.219 3.834 0.542 -0.21 -1.99 2.59
H -5.494 1.651 1.089 0.26 0.42 0.29
H -0.384 -4.714 -5.700 0.96 0.58 -0.10
C 3.116 1.638 3.152 0.84 0.88 1.56
H -4.904 0.271 0.316 0.37 0.02 -0.47
H 5.233 4.609 -5.352 0.02 0.26 -0.11
H 4.030 5.376 -0.845 -0.16 -0.91 0.56
S -0.811 0.129 -1.240 -2.63 1.55 -2.72
H -1.020 4.453 -4.362 -0.16 0.64 -0.16
C 3.567 0.380 -0.543 0.84 -0.79 -1.30
O -1.542 1.399 -1.495 1.83 -2.11 0.70
H 2.818 6.369 -1.371 -0.31 0.28 -0.12
O -4.696 -2.893 -5.527 -0.88 0.95 0.33
H 3.370 -0.182 -1.456 -0.32 1.62 -0.96
H 4.760 -1.678 3.344 0.47 0.12 0.62
H -1.655 -4.789 4.716 0.15 -0.33 0.48
H 3.597 0.718 3.481 -0.33 -0.09 -0.32
H -6.986 2.205 -0.554 0.35 0.71 -1.21
H 1.644 -1.004 4.182 -1.20 0.87 0.51
H 3.687 -1.402 -0.103 0.15 -1.64 0.19
H -5.467 -1.423 6.130 -0.06 0.03 0.07
H 6.430 -2.016 -2.740 -0.08 0.16 0.19
N -0.031 0.150 0.158 -2.19 1.80 0.11
C -2.793 1.334 5.184 -0.09 0.81 1.21
H 6.583 -3.713 -2.405 -0.40 -0.29 -0.01
C 1.874 4.635 -0.504 1.64 1.05 -2.35
H -2.363 -4.111 2.331 0.04 -0.13 -0.20
H -4.018 -0.662 2.941 -0.04 -0.20 -0.16
C -3.812 -1.083 -4.223 1.41 2.52 0.91
C -1.482 0.891 -7.765 0.51 -0.66 1.32
O -1.010 -1.461 -8.148 1.28 -0.33 0.39
H 0.553 -2.202 7.254 0.20 0.00 0.31
H 1.719 -4.895 0.842 -0.06 -0.08 -0.26
C 3.873 2.912 -3.687 -0.18 0.13 0.15
H -7.219 0.624 -0.287 0.45 -0.68 0.27
H 2.566 4.452 1.189 0.16 -0.18 0.43
H 1.622 2.046 4.780 -0.23 -0.24 -0.57
C 3.018 5.664 -0.563 -1.24 1.65 -1.52
C -5.100 -0.795 2.949 -0.70 -1.01 0.34
C 5.305 3.138 -4.099 -0.75 0.48 0.54
C 2.527 2.464 4.338 -0.01 0.03 -0.38
C -1.923 4.938 -2.448 1.42 0.26 1.16
C -0.717 4.775 -3.366 0.81 -0.02 0.18
O 5.473 4.518 -4.427 0.40 -0.66 -0.30
O 0.272 -0.382 5.326 0.71 0.27 -0.19
C 4.537 -2.906 -2.322 0.40 -0.95 0.09
O 0.358 -2.613 1.047 0.83 1.92 0.60
H -2.962 -2.971 4.178 -0.19 0.16 -0.37
H -0.684 -2.979 -6.015 -0.98 -0.24 -0.34
O -2.640 0.410 1.185 3.44 0.61 -0.77
C 0.680 -0.133 6.667 0.10 -2.04 0.24
H 4.464 -3.012 4.558 0.00 -0.18 -0.57
H -4.907 -2.687 -3.511 0.19 -0.54 0.32
H 5.502 2.411 -4.887 0.67 0.36 -0.31
H -0.177 -4.100 4.166 0.35 0.40 0.42
H -0.199 -0.018 7.301 0.00 0.24 -0.02
H 1.917 4.030 -1.410 -0.11 -0.15 -0.12
C 5.915 -2.971 -2.844 1.04 0.81 -1.67
H -0.056 3.958 -3.074 -0.36 -0.56 0.63
H 3.880 -1.458 4.931 0.34 0.45 -0.07
H 3.177 3.282 -4.440 0.01 -0.18 -0.20
H 1.939 2.356 1.945 -0.79 0.12 -1.13
H -5.422 -1.787 2.631 0.64 -0.29 -0.24
H -2.587 -0.898 -7.139 -0.42 0.44 0.79
C -0.862 -3.807 -5.330 -0.31 -0.96 1.10
C -1.104 -3.849 4.681 -0.52 -0.98 0.20
C -5.227 1.288 0.097 1.83 -0.54 3.29
F 1.370 -0.903 -2.358 0.10 -0.61 -0.35
C -4.896 -2.077 -4.415 -2.44 -0.25 -1.01
H 3.007 6.307 0.317 0.21 -0.17 0.30
C 5.048 0.581 -0.504 1.22 -0.63 0.53
H 5.579 -0.369 -0.568 -0.18 -0.26 -0.12
H 0.495 -2.805 -4.060 -0.16 0.50 0.27
H -1.230 -2.839 -3.452 0.42 -0.15 0.47
H -2.856 1.368 4.096 -0.03 0.44 -0.15
H 2.253 -3.201 3.726 -0.28 0.06 0.48
H -1.821 0.975 -8.797 0.20 -0.02 0.16
O 3.167 -0.715 0.320 -0.97 1.50 1.89
H -1.747 3.238 5.745 -0.59 -0.07 0.16
H 3.955 -2.119 -2.801 -0.09 -0.12 0.05
H -0.804 2.018 5.054 0.41 -0.13 0.12
O 4.627 -2.615 -0.957 -0.85 0.83 1.80
H -5.620 0.443 4.563 0.80 0.30 0.68
F -0.075 -0.060 -3.744 -0.08 0.09 -0.82
C -5.636 -0.626 4.354 -1.65 1.32 -0.18
H 0.030 5.568 -3.358 -0.53 0.66 -0.41
H -1.287 1.829 6.735 -0.42 -0.01 -0.01
H -0.506 -4.173 0.061 -0.22 0.11 -0.06
H -3.714 1.688 5.646 -0.28 0.22 -0.31
H -2.511 5.847 -2.575 -0.38 -0.39 -0.84
H 4.085 -3.891 -2.442 -0.55 0.10 -0.25
F 1.240 1.226 -2.539 -0.43 -0.09 -0.53
F -0.736 3.208 0.310 -0.14 -0.34 1.28
C -1.934 -2.966 3.816 0.70 1.19 1.34
H 5.419 1.128 -1.371 -0.23 0.46 0.21
H -4.275 -0.372 -3.539 -0.26 -0.46 1.04
H 5.409 0.983 0.443 -0.13 0.56 -0.11
H 3.832 2.256 2.609 0.73 -0.06 0.57
H -1.657 -1.767 -8.788 -0.15 0.27 0.10
C 1.347 -1.464 7.144 0.11 1.18 0.24
O -1.664 -1.029 -1.415 1.25 0.03 -0.04
H -1.017 -3.435 5.686 0.36 -0.19 -0.06
H 3.672 3.499 -2.791 -0.12 -0.28 0.22
H -2.893 -1.434 -3.753 -0.16 -0.11 -0.25
H -4.375 1.878 -0.242 -0.27 0.06 -0.41
H 5.827 -3.104 -3.922 0.40 -0.42 -0.14
C 4.083 -2.110 4.080 -1.07 0.76 -0.14
O -2.619 3.742 -2.466 -1.77 -0.97 -0.67
H -6.703 -0.795 4.498 -0.29 -0.43 -0.86
H -1.532 -1.956 3.887 -0.29 0.21 -0.18
H -2.018 1.576 -7.109 -0.19 0.10 -0.12
H -2.042 -5.228 -4.898 -0.71 -0.23 0.05
H 0.112 -2.874 -0.966 0.27 -0.11 -0.10
H -3.900 -3.397 -5.343 2.24 -1.53 -0.15
H 2.114 -1.908 6.509 -0.11 0.32 -0.61
Ni 1.383 -0.547 1.384 -0.09 -0.27 1.21
H 2.317 3.449 3.920 -0.40 0.15 0.14
H -1.690 4.995 -1.385 1.08 0.82 0.16
F -2.352 3.213 1.790 0.97 -1.22 -0.58
H -0.312 -2.868 1.685 -0.82 -0.11 0.58
C 0.537 0.100 -2.612 -0.14 0.44 2.79
O 1.827 -1.258 3.274 1.22 -0.09 -1.03
H 3.124 2.670 5.226 0.79 -0.32 -0.40
H -5.885 -1.643 -4.562 0.20 0.19 0.12
C -6.426 1.275 -0.655 -2.23 -0.48 -1.85
H -2.073 3.140 -1.955 -0.22 -0.35 -0.14
H 1.902 -1.259 8.059 -0.41 -0.28 0.41
O -6.108 0.749 -1.964 -0.80 0.33 -0.40
C -1.155 2.678 1.479 -0.19 0.79 -0.46
C 1.648 -4.268 -0.047 -1.26 1.09 -1.32
O -1.776 -3.370 2.494 -0.56 -0.26 -1.57
C -0.410 -3.393 -3.908 0.68 -0.68 -1.84
H -5.499 1.356 -2.392 0.04 0.34 0.06
H -0.423 1.093 -7.602 0.06 0.62 -0.80
H -1.041 -0.612 -6.257 0.04 -0.16 -0.06
H 1.643 -4.799 -0.999 0.31 -0.68 0.22
H 1.299 0.759 6.765 0.20 -0.05 -0.16
```
Positions in Å, forces in eV/Å.

Values from the calculation:
F_max = 4.09 eV/Å
2S+1 = 4
LUMO level (spin up / spin down) = -3.887 / -10.271 eV
net charge = +2
⟨S²⟩ = 3.7574